Record 1
ORCA calculation (ωB97M-V/def2-TZVPD) on C14H24BF10N3O8PTi as an isolated structure at a distorted geometry.

```
! wB97M-V def2-TZVPD RIJCOSX def2/J DEFGRID3
* xyz -2 2
Ti 0.342 0.209 -0.841
O 0.152 -2.219 -3.265
C -0.659 -3.245 -2.757
C -1.770 -2.787 -1.833
N -1.343 -2.007 -0.678
C -2.494 -1.460 0.021
C -2.099 -0.315 0.930
O -2.722 -0.090 1.960
O -1.097 0.386 0.514
C -0.486 -2.784 0.206
C 0.995 -2.648 -0.128
O 1.755 -3.579 0.123
O 1.321 -1.500 -0.590
H -0.390 -1.510 -3.638
H 0.016 -3.935 -2.243
H -1.155 -3.814 -3.557
H -2.304 -3.696 -1.496
H -2.474 -2.178 -2.396
H -3.026 -2.210 0.621
H -3.186 -1.053 -0.717
H -0.761 -3.845 0.226
H -0.592 -2.395 1.224
F -1.480 0.292 -2.265
P -2.583 0.757 -3.457
F -3.202 1.831 -2.453
F -1.538 1.815 -4.009
F -3.649 1.133 -4.608
F -3.612 -0.358 -2.868
F -1.940 -0.398 -4.407
C -0.856 4.211 -1.705
O -0.778 2.865 -1.273
C 0.497 2.324 -1.103
O 1.411 3.123 -1.111
H -1.914 4.401 -1.883
H -0.289 4.347 -2.627
H -0.462 4.898 -0.952
F 2.664 0.491 -1.627
B 2.455 0.523 -3.038
F 3.040 -0.586 -3.644
F 2.925 1.698 -3.606
F 1.017 0.451 -3.143
C -0.146 2.534 2.287
N 0.819 1.634 2.919
C 0.569 1.428 4.337
C 1.747 0.756 5.005
C 2.062 -0.506 4.234
N 2.303 -0.178 2.844
C 3.036 -1.183 2.081
C 1.502 0.714 2.171
O 1.483 0.709 0.940
H -0.076 3.504 2.787
H -1.156 2.135 2.376
H 0.080 2.664 1.239
H -0.344 0.832 4.467
H 0.378 2.407 4.782
H 1.528 0.542 6.053
H 2.615 1.419 4.959
H 1.228 -1.217 4.319
H 2.951 -1.006 4.623
H 4.013 -1.324 2.550
H 3.166 -0.865 1.053
H 2.515 -2.142 2.068
*
```

Lowest unoccupied orbital energy (spin up / spin down), eV: 4.22 / 4.22
Strongest force on any atom, Eh/bohr: 0.029
Highest occupied orbital energy (spin up / spin down), eV: -2.2 / -2.5
<S²>: 0.753
Calculated total energy, eV: -96032.5621
Energy relative to the best compared isomer or geometry (same formula, charge and spin), eV: 1.436
HOMO-LUMO gap (spin up / spin down), eV: 6.443 / 6.722


Record 2
ORCA calculation (ωB97M-V/def2-TZVPD) on an isolated ion of composition C10H27BN4O8P3 and charge -1 at a distorted geometry.

```
! wB97M-V def2-TZVPD RIJCOSX def2/J DEFGRID3
* xyz -1 1
N -0.370 4.961 2.199
C 0.478 5.426 1.340
N -0.102 6.071 0.157
N 1.923 5.306 1.472
C 2.451 4.144 0.645
C 1.398 2.992 0.438
C 2.058 1.636 -0.105
C 0.894 0.543 -0.066
C 0.842 -0.399 -1.337
O -0.551 -0.323 -1.720
B -1.271 -1.457 -1.049
C -2.516 -0.718 -0.278
C -3.265 -1.605 0.807
C -3.956 -2.900 0.194
N -5.450 -2.790 0.359
O -0.230 -2.139 -0.263
C 0.941 -1.999 -1.083
P 2.575 -2.675 -0.424
P 2.714 -2.484 1.745
O 3.970 -1.698 2.078
O 1.324 -1.919 2.498
O 2.964 -4.060 2.371
P 0.858 -2.816 -2.807
O 2.194 -3.496 -3.141
O -0.299 -4.056 -2.856
O 0.610 -1.686 -4.045
H 0.163 4.516 2.956
H -1.033 6.418 0.406
H -0.245 5.383 -0.584
H 2.295 6.146 1.017
H 2.692 4.563 -0.378
H 3.384 3.753 1.146
H 0.597 3.243 -0.319
H 0.924 2.704 1.424
H 2.896 1.372 0.597
H 2.463 1.742 -1.146
H 0.982 0.009 0.917
H -0.082 1.107 -0.030
H 1.561 -0.048 -2.130
H -1.781 -2.151 -1.890
H -2.245 0.297 0.156
H -3.291 -0.486 -1.081
H -4.110 -0.963 1.215
H -2.592 -1.808 1.686
H -3.723 -3.049 -0.899
H -3.657 -3.793 0.813
H -5.624 -2.567 1.348
H -5.717 -1.925 -0.130
H 2.537 -4.099 -0.654
H 1.666 -1.358 3.223
H 2.547 -4.623 1.691
H -0.632 -4.210 -1.950
H -0.159 -2.033 -4.535
*
```

Lowest unoccupied orbital energy, eV: 2.66
Strongest force on any atom, Eh/bohr: 0.072
Highest occupied orbital energy, eV: -5.0
Calculated total energy, eV: -61695.9718
HOMO-LUMO gap, eV: 7.689